This record from the Open Molecules 2025 dataset describes a 3-piece molecular cluster, C23H52BrN6O7P2 overall in a non-equilibrium geometry. The level of theory is wB97M-V/def2-TZVPD.

Each line ends with the Löwdin charge.
Positions of all 91 atoms, in Å:
Br: -4.3189 5.5140 4.5629  0.573
P: -1.1009 -1.3298 -1.2171  0.741
P: 5.0206 -4.8102 0.3853  0.742
O: -1.3042 4.7850 1.3584  -0.191
O: -5.7550 5.5609 -0.4732  0.069
O: -4.9253 7.5909 -0.9369  0.170
O: -3.4822 7.9241 5.4696  0.023
O: -7.6612 6.6957 -0.2676  0.123
O: -1.4517 -0.0470 -0.4803  -0.297
O: 3.5020 -4.9196 0.3836  -0.309
N: -2.7054 -1.8827 -1.4496  -0.317
N: 6.7525 -4.4168 0.1619  -0.296
N: 5.3699 -6.4828 0.1246  -0.360
N: 5.1896 -4.2696 1.9995  -0.316
N: -0.3623 -0.6022 -2.5999  -0.360
N: -0.5536 -2.9391 -1.7759  -0.297
C: -2.4949 7.6253 0.8414  -0.231
C: -3.4837 7.0507 1.9001  -0.332
C: 7.8148 -5.3796 -0.0839  -0.139
C: 4.0392 -3.5860 2.5859  -0.138
C: -7.9236 4.3933 -0.1140  0.016
C: 6.9119 -3.2787 -0.7617  -0.145
C: -3.7079 -1.3981 -0.5041  -0.142
C: 4.9445 -6.9588 -1.1831  -0.144
C: -7.0935 5.6655 -0.3057  -0.563
C: -1.5860 3.4397 1.6960  -0.132
C: -3.6779 7.4001 4.4682  -0.768
C: 0.8727 0.1006 -2.2847  -0.143
C: 0.1765 -3.2063 -3.0042  -0.141
C: -3.3383 -2.1764 -2.7133  -0.146
C: -4.9730 7.0659 1.4083  -0.139
C: -1.1089 0.1050 -3.6210  -0.122
C: -5.1659 6.8477 -0.0793  -0.427
C: 0.0761 -3.6865 -0.6707  -0.143
C: -3.4472 8.0453 3.0769  -0.229
C: 5.1688 -7.5036 1.1325  -0.123
C: 5.9523 -4.9109 3.0452  -0.141
C: -2.0968 5.1224 0.2239  -0.270
C: -1.9570 6.5857 -0.1938  -0.180
H: 5.6485 -8.4342 0.8165  0.081
H: -3.7404 -1.2732 -3.1890  0.079
H: -3.1590 4.8970 0.4225  0.108
H: 0.2484 -4.2901 -3.1467  0.085
H: 3.2813 -4.2976 2.9358  0.084
H: -2.5853 3.3270 2.1533  0.083
H: -4.2133 8.8562 2.9817  0.106
H: 1.5618 -0.5697 -1.7542  0.073
H: 5.3671 -6.3224 -1.9711  0.075
H: -7.3997 3.4828 -0.4310  0.077
H: 7.9216 -2.8660 -0.7136  0.077
H: 6.6987 -3.5696 -1.7957  0.075
H: 1.3862 0.4198 -3.1949  0.078
H: -2.4782 8.5610 3.1603  0.106
H: 1.0611 -3.2784 -0.4248  0.067
H: 0.6985 0.9796 -1.6545  0.079
H: -1.9276 -0.4970 -4.0114  0.050
H: -4.0509 -0.3884 -0.7598  0.086
H: 5.6584 -7.2467 2.0700  0.051
H: 8.7799 -4.8642 -0.0364  0.087
H: 7.8481 -6.1501 0.6830  0.069
H: -3.3140 -1.3765 0.5095  0.070
H: 6.2223 -2.4735 -0.4877  0.079
H: 4.1076 -7.7003 1.3326  0.089
H: 5.3097 -7.9712 -1.3706  0.079
H: -4.5781 -2.0611 -0.4886  0.077
H: 1.1958 -2.8042 -2.9936  0.078
H: -0.5489 -3.6276 0.2270  0.078
H: -1.5137 1.0611 -3.2663  0.091
H: -1.6161 8.0360 1.3682  0.090
H: -0.9137 6.8175 -0.4711  0.100
H: 7.7413 -5.8579 -1.0668  0.079
H: 3.8538 -6.9547 -1.2893  0.076
H: 5.3838 -5.7130 3.5319  0.079
H: -1.5028 2.7742 0.8164  0.071
H: -1.7452 4.4894 -0.6234  0.115
H: -2.5372 6.6956 -1.1292  0.094
H: 3.5712 -2.9167 1.8675  0.069
H: 6.8990 -5.3193 2.6895  0.068
H: -2.6689 -2.6736 -3.4166  0.067
H: -0.8090 3.1510 2.4218  0.083
H: -5.4804 6.2172 1.9105  0.077
H: -4.1746 -2.8688 -2.5699  0.078
H: -2.9766 8.4713 0.3038  0.093
H: -8.8623 4.4985 -0.6679  0.079
H: -5.5563 7.9738 1.6805  0.115
H: -0.3464 -2.8225 -3.8777  0.068
H: 4.3462 -2.9692 3.4346  0.081
H: -8.1505 4.3559 0.9610  0.090
H: 6.2220 -4.1864 3.8200  0.081
H: 0.1865 -4.7449 -0.9143  0.077
H: -0.4660 0.2912 -4.4861  0.080

The value obtained for the total energy is -136582.234 eV. The total charge is -1. The value obtained for the orbital gap is 2.6 eV.